Record 1
Below is a cluster of 7 separate species, C31H61BNO9 in total, with properties calculated with wB97M-V/def2-TZVPD.

The geometry in XYZ format:
```
103
Properties=species:S:1:pos:R:3:forces:R:3
H 0.842 1.287 -2.775 0.04 0.09 -0.08
C 4.380 1.312 -0.273 -0.01 -0.58 -0.24
C 2.196 3.562 -3.387 -0.42 0.48 0.15
O -4.400 -3.030 0.562 0.01 0.05 0.03
H -5.331 -5.331 2.725 -0.08 -0.10 -0.02
H -5.793 -0.749 2.079 0.04 0.05 0.10
C -0.026 -3.172 2.216 -0.01 0.00 0.04
C -3.195 -1.025 0.991 -0.06 -0.25 -0.10
C 1.185 0.830 1.823 -0.57 -0.34 -0.87
C 0.417 7.887 1.274 -0.09 -0.15 0.13
C 0.073 -3.260 3.718 0.13 0.26 -0.02
H 5.422 -0.629 -0.270 -0.04 -0.01 -0.02
H 1.020 -0.648 -0.369 0.03 0.06 -0.06
H 1.477 1.099 2.832 0.16 0.04 -0.02
H 1.253 3.844 0.189 -0.11 -0.01 -0.07
C -4.304 -2.019 1.226 0.00 -0.02 -0.01
O -7.581 -0.707 -0.058 0.04 0.03 0.04
H -0.270 -5.241 1.728 -0.14 -0.05 0.14
H -2.594 -0.907 1.895 -0.05 0.15 0.01
H 2.330 4.456 -1.461 -0.29 -0.03 -0.03
H 8.361 -3.308 -4.842 -0.02 0.03 -0.13
H 3.194 8.088 0.704 -0.05 0.07 -0.10
H 0.811 8.820 1.680 0.01 0.05 -0.12
H -3.618 -0.058 0.713 0.05 0.08 0.16
O 1.436 5.804 1.796 0.11 0.18 0.01
C -3.618 -6.197 3.685 0.00 0.01 -0.04
H -0.925 -3.281 4.157 0.00 -0.18 0.01
H 2.758 2.950 -4.122 0.04 -0.14 0.23
H 5.608 0.257 -1.769 0.04 0.08 -0.04
H 0.600 -4.171 4.005 -0.14 -0.08 0.04
O 6.931 -1.567 -2.739 0.03 -0.07 -0.07
C 0.041 2.988 2.206 -0.09 -0.16 -0.09
H 4.104 1.114 0.769 0.08 0.12 0.04
H -0.943 2.667 2.550 0.01 -0.03 -0.03
H -7.610 -2.292 -2.702 0.11 0.02 -0.07
B 3.070 1.162 -1.154 -0.27 0.21 0.18
C 0.627 1.852 -1.867 -0.07 0.15 0.87
H -6.046 -2.478 2.368 -0.02 0.02 -0.03
H -7.472 -2.992 -1.076 0.02 0.01 0.01
C 1.598 2.814 0.273 -0.09 -0.17 -0.37
C 0.556 2.037 1.088 0.28 0.17 1.86
C 7.326 -1.700 -3.873 0.00 -0.01 0.01
H -2.558 -1.379 0.187 -0.02 -0.03 -0.03
H 0.012 8.075 0.279 0.07 0.11 -0.01
H -1.758 1.741 -2.553 -0.22 0.20 0.21
C -5.296 -1.692 2.312 -0.11 -0.23 -0.05
H -0.677 -1.008 -0.347 0.04 -0.14 -0.01
H -6.662 1.179 -1.430 0.00 -0.01 0.00
C -6.557 0.247 -1.981 -0.06 0.11 0.20
H -4.592 -7.951 4.438 -0.13 0.04 -0.01
C -7.112 -0.891 -1.158 0.03 -0.05 0.01
H -1.736 0.000 -2.357 0.02 0.08 -0.09
H 8.865 -0.685 -4.969 -0.03 -0.03 -0.12
H -3.573 -7.102 5.618 0.00 0.01 -0.01
H -1.783 -4.333 1.887 0.03 -0.16 0.11
H -7.101 0.326 -2.924 0.10 -0.06 -0.07
H 4.734 2.346 -0.294 -0.13 0.06 0.06
C -4.277 -6.971 4.800 0.22 0.03 0.10
H -4.793 -1.609 3.278 0.04 0.15 -0.04
H -0.017 4.015 1.874 -0.23 0.01 -0.09
H -3.862 -5.353 1.738 -0.06 0.02 -0.03
H 6.476 0.773 -0.327 0.08 -0.17 -0.05
O 1.307 4.277 -3.785 0.22 -0.11 -0.10
H -5.152 -6.430 5.164 -0.09 -0.08 -0.07
H 2.390 7.345 -0.696 0.01 0.13 0.02
H -6.008 -2.539 -1.968 -0.01 0.02 -0.09
C 0.091 -0.481 -0.906 0.00 0.41 0.78
C -0.759 -4.288 1.523 0.11 0.22 -0.40
H 2.043 0.408 1.296 0.00 0.00 0.05
C -1.692 0.947 -1.813 0.42 -0.63 -0.03
H -0.765 -4.111 0.449 0.03 0.03 0.02
C -4.450 -5.916 2.458 0.25 0.08 -0.02
O -1.349 2.725 0.044 -0.37 -0.53 0.37
H 0.617 -2.396 4.098 0.00 -0.01 -0.03
H -4.770 -6.854 2.000 -0.13 0.01 0.06
H 0.059 2.747 -2.131 0.07 0.04 -0.09
C 1.924 2.281 -1.147 0.04 0.02 -0.28
H -2.544 0.949 -1.140 -0.02 0.27 0.00
C 5.529 0.373 -0.691 -0.09 0.31 0.31
C 7.826 -0.523 -4.677 -0.05 0.10 0.19
H 3.417 6.359 0.368 -0.01 0.00 0.01
H 3.411 -0.669 -1.739 0.42 0.06 -0.33
C 2.571 3.500 -1.925 0.64 -0.54 -0.33
C 2.707 7.184 0.337 0.06 -0.21 0.05
H 0.445 0.036 1.876 0.05 -0.12 0.21
H 6.716 -3.022 -5.448 0.11 0.01 -0.08
N -0.639 1.661 0.272 1.12 1.52 -1.07
H 2.504 2.843 0.884 0.03 0.14 -0.01
C -7.046 -2.269 -1.768 -0.10 -0.05 0.16
H 0.709 2.979 3.067 0.15 -0.05 -0.11
C -0.343 0.990 -1.026 -0.82 -0.81 -1.22
H -5.501 0.074 -2.194 -0.02 -0.04 -0.12
O 2.900 0.102 -2.005 -0.26 -0.02 0.37
H 7.762 0.381 -4.075 0.00 -0.01 0.01
C 7.342 -3.047 -4.554 -0.09 -0.06 0.20
H 3.664 3.397 -1.883 -0.02 0.15 0.01
H 0.166 -0.929 -1.894 0.10 0.12 -0.06
C 1.512 6.853 1.198 -0.01 -0.04 0.00
H 6.959 -3.802 -3.872 0.00 0.01 0.00
H -0.379 7.525 1.920 0.01 -0.01 -0.01
H 7.220 -0.399 -5.575 0.09 -0.06 -0.08
O 0.451 -2.241 1.604 0.00 -0.24 0.09
O -2.472 -5.815 3.771 -0.06 -0.01 0.10
```
Forces are in eV/Å.

## Properties
Electronic energy (a.u.): -1974.516670
Net charge: 0
E_LUMO (alpha / beta) (Ha): 0.0197 / 0.0197
Highest occupied orbital energy (alpha / beta) (eV): -8.077 / -8.923
Multiplicity: 2
Maximum force (eV Å⁻¹): 2.2


Record 2
Below is a structure of composition C31H61BrI2NO11P2S, with properties calculated with wB97M-V/def2-TZVPD.

The geometry in XYZ format:
```
110
Properties=species:S:1:pos:R:3:forces:R:3
I 5.323 -1.141 1.015 0.08 0.06 0.01
C -6.117 0.264 -3.447 0.17 0.04 -0.05
H -2.363 1.803 7.354 0.04 0.07 -0.02
P 0.635 -4.133 -0.330 -0.34 0.08 -0.55
H -1.801 1.856 4.769 0.04 0.05 0.04
H 1.310 1.661 -1.362 0.10 -0.17 0.06
H -1.271 -2.510 -1.784 0.06 -0.08 0.03
H -2.976 2.519 -3.146 -0.06 0.12 -0.09
C 3.331 -1.701 0.440 0.07 -0.02 -0.37
C 2.476 0.652 0.788 -0.28 -0.17 0.22
C -0.616 1.978 -2.286 0.85 -0.33 0.03
O 1.030 -4.264 3.580 0.14 0.06 0.29
C -2.920 -0.402 0.954 -0.10 -0.18 -0.01
C -1.577 -1.033 1.319 0.10 0.45 -0.21
H 1.549 4.172 -6.084 0.00 0.00 0.00
H 2.853 5.641 -2.294 0.00 0.00 0.00
H 0.407 -4.984 3.731 0.06 -0.05 0.02
H 3.107 1.422 0.354 -0.01 -0.02 -0.08
C 2.415 4.609 -5.593 -0.16 -0.05 0.01
C -5.285 -0.851 -2.866 -0.08 0.05 -0.06
H -1.360 -3.081 0.999 0.02 0.00 0.03
C 3.201 5.492 -3.314 -0.12 -0.02 0.12
C -3.278 4.011 -5.018 -0.06 0.07 -0.08
H -2.676 6.030 -5.352 -0.04 0.04 0.10
C -6.023 -1.929 -2.112 0.16 -0.05 0.03
H 0.940 -1.158 1.895 0.01 0.05 0.03
H 4.074 4.836 -3.309 0.04 0.04 -0.06
O -4.081 -0.884 -2.998 0.05 0.01 0.09
H -2.851 0.258 0.087 0.03 0.00 -0.01
O -0.859 -0.662 6.286 0.06 -0.22 -0.19
H -1.640 -1.369 2.354 -0.03 -0.18 -0.02
H 0.784 0.799 2.166 -0.11 -0.18 -0.06
N 2.662 -2.281 1.672 -0.06 -0.10 0.33
H 2.932 -1.645 2.430 -0.10 0.05 -0.02
H -1.496 0.606 8.344 0.00 0.00 0.00
H -1.455 1.690 -1.644 -0.10 0.12 -0.06
H -0.088 2.101 5.136 -0.01 0.07 0.02
O 2.204 -4.474 -0.408 -0.01 -0.09 0.11
O 1.016 4.624 -3.671 0.00 -0.03 0.06
C -0.864 1.346 5.004 -0.01 -0.13 -0.10
O -0.079 -4.599 -1.516 -0.07 -0.12 0.08
H -6.750 -2.413 -2.766 -0.06 0.04 0.03
H 4.867 -2.279 4.382 -0.01 -0.05 0.08
H 2.385 -4.820 -1.295 0.07 0.10 -0.01
H 3.079 -5.744 3.653 -0.04 0.02 0.02
H -2.949 1.047 -4.116 -0.14 0.03 0.13
H 2.687 5.537 -6.099 0.08 -0.01 0.01
H -0.592 -0.640 -1.900 -0.11 -0.06 0.17
H -5.481 0.978 -3.966 -0.01 0.01 0.00
H -6.661 0.778 -2.652 -0.07 -0.04 -0.01
H -0.065 -1.733 4.843 0.31 0.58 0.17
C 0.597 1.071 -1.940 -0.33 0.43 0.05
H -0.843 -0.230 1.335 0.03 0.01 0.13
O 0.151 -4.890 1.000 0.47 0.00 -0.03
C -1.409 1.294 7.507 0.02 -0.17 0.08
H -0.711 0.879 -4.139 0.15 0.04 -0.04
H 2.152 3.311 1.195 0.18 -0.01 0.09
H -6.564 -1.494 -1.269 -0.07 0.00 -0.04
H -2.483 -3.319 -0.862 -0.05 0.00 0.06
O 0.593 -1.770 4.113 0.15 -0.42 0.23
H 0.771 3.248 2.269 0.04 -0.03 0.13
H -0.319 2.999 -2.045 -0.35 0.13 -0.06
H 3.502 6.452 -3.736 0.06 -0.03 -0.04
H -3.297 0.176 1.797 0.04 0.08 -0.01
C -1.025 0.541 6.265 -0.05 0.09 0.08
O -2.770 2.749 -5.214 0.02 0.14 0.18
C 1.667 2.708 1.964 -0.31 0.01 -0.35
C 1.118 -1.233 -0.740 0.30 0.00 -0.78
C 1.244 1.362 1.353 -0.05 0.37 0.29
H 3.491 -2.486 -0.293 -0.26 -0.20 0.17
Br 3.651 0.009 -1.687 0.06 0.39 0.03
H -6.847 -0.141 -4.148 -0.06 0.00 0.06
O 4.941 -2.976 3.726 -0.05 0.19 -0.04
O -4.454 4.196 -4.888 0.11 -0.06 0.06
C -1.105 -2.200 0.407 -0.14 -0.63 0.13
H -1.901 5.242 -3.964 -0.01 -0.03 0.01
C 0.472 -2.359 0.230 0.33 0.29 0.27
C 1.118 -2.203 1.651 0.28 0.20 -0.41
H 3.232 3.676 3.505 -0.01 0.05 -0.01
H -0.588 0.691 4.181 0.00 -0.02 -0.05
C -2.496 2.029 -3.998 0.16 -0.25 -0.15
C -1.901 -2.402 -0.907 0.03 0.23 -0.22
H 4.185 -3.747 1.496 0.01 0.10 -0.06
H -2.580 -1.584 -1.125 0.01 0.01 0.04
H 2.619 -4.420 1.864 -0.25 0.22 -0.04
S 2.761 2.431 3.383 0.05 -0.04 0.10
H 4.824 -5.475 3.532 0.02 0.00 0.00
H -0.522 0.173 -0.376 0.11 -0.03 0.07
C 0.092 -0.167 -1.201 0.21 0.13 -0.23
H -0.654 2.049 7.734 -0.04 0.06 -0.04
H -3.668 -1.158 0.718 -0.03 -0.01 0.07
C 3.899 -5.107 3.977 0.02 -0.08 -0.06
P 0.164 -2.971 3.103 -0.96 0.01 -0.27
H -0.478 2.616 -4.365 0.21 -0.01 0.13
C 3.700 -3.656 3.567 0.02 0.06 0.02
H 3.035 0.340 1.673 0.10 0.02 -0.06
H -5.318 -2.672 -1.747 0.00 0.00 -0.01
H -1.372 4.837 -5.589 -0.01 -0.06 0.00
H 2.942 -3.187 4.195 -0.03 -0.02 -0.03
H 3.986 -5.184 5.059 0.07 0.03 0.01
C 3.286 -3.603 2.092 0.35 -0.44 0.11
C -0.987 1.867 -3.762 -0.76 -0.05 -0.08
H 3.259 3.922 -5.671 0.05 0.06 -0.01
I 1.588 -2.175 -2.714 -0.25 -0.24 -0.02
C -2.241 5.101 -4.992 0.01 0.00 -0.19
C 2.100 4.882 -4.144 0.04 0.01 -0.05
H 0.256 -5.841 0.842 -0.22 -0.03 0.15
H 0.471 1.598 0.629 0.03 -0.11 -0.15
C 2.487 -0.579 -0.202 0.04 -0.16 0.45
H 1.085 0.800 -2.874 0.17 -0.07 0.07
```
Forces are in eV/Å.

## Properties
Electronic energy (a.u.): -6350.351435
Net charge: +1
E_LUMO (Ha): -0.0962
Highest occupied orbital energy (eV): -11.001
Multiplicity: 1
Maximum force (eV Å⁻¹): 1.0